1.
DFT (the ωB97M-V functional and the def2-TZVPD basis) results for a single C3H5N3O molecule at a distorted geometry.

Output
Calculated total energy, Ha: -356.69987
2S+1: 1
Energy relative to the best compared isomer or geometry (same formula, charge and spin), kcal/mol: 98.8
HOMO-LUMO gap, eV: 10.01
Total charge: 0
Largest force on an atom, eV/Å: 3.5
M, Da: 99.09
LUMO level, eV: 0.70

Positions of all 12 atoms, in Å:
1 N -0.41414 -1.65887 0.52566
2 C -0.24188 -0.24978 0.35528
3 C -0.82009 0.36190 1.38521
4 O -0.62155 1.70236 1.30157
5 N 0.11845 1.94721 0.11775
6 C 0.36275 0.77643 -0.43003
7 N 1.15250 0.62216 -1.56214
8 H -0.93069 -2.14629 -0.17791
9 H 0.38060 -2.16245 0.87577
10 H -1.13479 -0.69828 1.84420
11 H 0.74689 0.00008 -2.24990
12 H 1.40195 1.50553 -1.98546

---

2.
DFT (the ωB97M-V functional and the def2-TZVPD basis) results for a molecular structure, C26H23NO5RuS2 at a distorted geometry.

Output
Calculated total energy, Ha: -2326.64995
2S+1: 1
Energy relative to the best compared isomer or geometry (same formula, charge and spin), kcal/mol: 53.8
HOMO-LUMO gap (spin up / spin down), eV: 7.17 / 7.23
Total charge: 0
Largest force on an atom, eV/Å: 3.0
M, Da: 594.68
LUMO level (spin up / spin down), eV: -0.14 / -0.10

Positions of all 58 atoms, in Å:
1 Ru 0.11078 -1.19446 0.48459
2 C 0.26997 4.76679 4.20793
3 O 1.57086 4.22802 4.26228
4 C 1.79851 3.01671 3.69135
5 C 3.11429 2.52258 3.82211
6 C 3.45247 1.33092 3.24444
7 C 2.52755 0.52614 2.54905
8 C 2.96508 -0.66325 1.85818
9 C 4.45576 -0.93644 1.76991
10 O 2.22582 -1.48745 1.30282
11 C 1.15757 0.97949 2.49666
12 O 0.17629 0.31590 2.02850
13 C 0.85864 2.26519 3.03152
14 H 0.30531 5.68338 4.79708
15 H -0.46807 4.08499 4.64440
16 H -0.02334 5.00479 3.17915
17 H 3.82680 3.11322 4.37809
18 H 4.47023 0.99248 3.35532
19 H 5.01291 -0.04921 1.49009
20 H 4.61450 -1.71115 1.02483
21 H 4.82309 -1.29531 2.72857
22 H -0.16736 2.58393 2.91013
23 O -2.13904 -1.39159 0.01883
24 N -2.80618 -2.00664 0.94871
25 C -4.05484 -1.59528 1.22529
26 C -4.81889 -2.20699 2.18470
27 C -4.29628 -3.30338 2.86941
28 C -3.01839 -3.72069 2.58136
29 C -2.24530 -3.05252 1.63039
30 S -0.62390 -3.49161 1.28546
31 H -4.38328 -0.75605 0.63124
32 H -5.80414 -1.83177 2.39870
33 H -4.88112 -3.81524 3.61321
34 H -2.57146 -4.55691 3.09233
35 O 1.32432 0.43876 -1.09390
36 S 0.83909 -0.70006 -1.89646
37 C 1.33567 -0.36554 -3.61910
38 C 1.60686 0.92318 -4.03384
39 C 1.97919 1.13808 -5.35028
40 C 2.07939 0.06638 -6.22331
41 C 1.81028 -1.22348 -5.79401
42 C 1.43726 -1.44300 -4.47950
43 C -0.90327 -0.33546 -2.23302
44 C -1.43046 0.87954 -1.83166
45 C -2.78672 1.10925 -1.99061
46 C -3.59626 0.12418 -2.53126
47 C -3.05712 -1.08628 -2.93617
48 C -1.70202 -1.32000 -2.79018
49 H 1.53712 1.73360 -3.32453
50 H 2.19742 2.13868 -5.69411
51 H 2.38119 0.23644 -7.24511
52 H 1.90296 -2.05492 -6.47703
53 H 1.23740 -2.44028 -4.11706
54 H -0.78245 1.61602 -1.37514
55 H -3.21722 2.04821 -1.67321
56 H -4.65949 0.29326 -2.61923
57 H -3.69900 -1.85511 -3.34067
58 H -1.26898 -2.27004 -3.06723

---

3.
DFT (the ωB97M-V functional and the def2-TZVPD basis) results for a molecular structure, C31H47BrN2OsP2 at a distorted geometry.

Output
Calculated total energy, Ha: -4664.73880
2S+1: 5
Energy relative to the best compared isomer or geometry (same formula, charge and spin), kcal/mol: 0.0
HOMO-LUMO gap (spin up / spin down), eV: 6.47 / 5.49
Total charge: +4
Largest force on an atom, eV/Å: 4.6
M, Da: 779.81
LUMO level (spin up / spin down), eV: -11.67 / -13.14

Positions of all 84 atoms, in Å:
1 N -3.06174 -9.10283 -3.53386
2 C -2.50147 -9.22455 -2.32806
3 C -1.89096 -8.14265 -1.68588
4 C -1.87336 -6.88121 -2.30975
5 C -2.47666 -6.77830 -3.58076
6 C -3.05726 -7.92434 -4.15481
7 C -1.28932 -5.72747 -1.64579
8 Os 1.19534 -0.02161 0.15867
9 P -2.49459 5.08209 2.40765
10 C -1.57833 -4.44808 -1.99168
11 C -1.09390 -3.33894 -1.24091
12 C -1.83004 -2.12947 -1.25542
13 C -1.48150 -1.10598 -0.39051
14 C -0.26485 -1.23863 0.30305
15 C 0.46174 -2.45461 0.39850
16 C 0.04996 -3.49408 -0.43641
17 Br -0.59104 1.20359 1.56546
18 H -0.66103 -5.93782 -0.77446
19 H -2.28429 -4.23241 -2.79165
20 H -1.45721 -8.28648 -0.69924
21 H -2.50596 -5.83685 -4.11939
22 H -2.53325 -10.21457 -1.85746
23 H -3.52411 -7.86334 -5.14532
24 H -2.70463 -2.01840 -1.90785
25 H 0.63993 -4.41142 -0.45451
26 H -2.07231 -0.20542 -0.26048
27 H 1.23527 -2.63968 1.14262
28 P 1.06675 1.33276 -1.54453
29 C -2.83177 3.58901 3.41597
30 C -4.11971 3.73932 4.24306
31 H -1.96487 3.44730 4.07561
32 H -2.88882 2.72955 2.73668
33 H -4.13945 2.97718 5.03205
34 H -4.17450 4.72856 4.71907
35 H -5.01615 3.60595 3.62276
36 C -3.27680 4.73171 0.78526
37 C -3.72285 6.01157 0.05965
38 H -4.15037 4.09741 0.99879
39 H -2.55913 4.15342 0.18811
40 H -4.39351 5.74827 -0.76695
41 H -4.26645 6.68573 0.73540
42 H -2.87082 6.56242 -0.35854
43 C -0.69259 5.14022 2.11657
44 C -0.01212 6.04344 3.16138
45 H -0.55181 5.55582 1.10605
46 H -0.30058 4.11112 2.12955
47 H 1.01702 6.25638 2.85190
48 H -0.54614 6.99938 3.25697
49 H 0.01858 5.56753 4.14986
50 C 2.43979 2.55738 -1.51984
51 C 3.47686 2.47651 -2.64062
52 H 2.92689 2.46035 -0.53613
53 H 1.94822 3.54150 -1.52177
54 H 4.09600 1.57387 -2.57162
55 H 3.02103 2.52452 -3.63687
56 H 4.15164 3.33618 -2.54666
57 C -0.40104 2.32753 -1.93857
58 C -1.28540 1.81158 -3.07281
59 H -0.02577 3.33966 -2.15470
60 H -0.96330 2.39215 -0.99489
61 H -0.79556 1.92431 -4.04858
62 H -1.56623 0.76014 -2.93378
63 H -2.20884 2.40381 -3.09353
64 C 1.45625 0.11779 -2.87775
65 C 2.39061 -0.92203 -2.29703
66 H 1.89027 0.67795 -3.70438
67 H 0.51047 -0.32431 -3.19572
68 H 2.10917 -1.92242 -2.63917
69 H 3.43731 -0.74114 -2.56253
70 H 2.33768 -0.95358 -1.16001
71 C 5.88501 -1.84383 4.07100
72 C 4.75467 -1.28399 3.25944
73 C 3.45935 -1.76824 3.43753
74 C 2.42318 -1.28171 2.64075
75 N 2.66058 -0.42691 1.62572
76 C 3.88812 0.14144 1.50718
77 C 4.94561 -0.28065 2.30490
78 H 5.63734 -1.84235 5.13820
79 H 6.11017 -2.88375 3.80149
80 H 6.79183 -1.25297 3.92223
81 H 3.23059 -2.52377 4.18574
82 H 1.38518 -1.59609 2.76371
83 H 3.96775 0.90003 0.72125
84 H 5.93620 0.14043 2.14138